No. 1
11
Properties=species:S:1:pos:R:3:forces:R:3 method="wB97M-V/def2-TZVPD" homo_energy_ev=-10.80 orbital_gap_ha=0.30213 smiles="[H]/N=C1/N=CC(C=O)=N1" e_above_lowest_kcal_mol=86.43
H -2.664121 -1.774172 -0.326955 2.94 -1.17 0.77
N -1.689938 -2.302801 -0.119656 1.59 3.93 -1.49
C -0.700498 -1.431051 -0.326708 -1.21 0.47 -0.83
N 0.805488 -1.532824 -0.362160 -1.74 2.54 0.40
C 1.172951 -0.220706 -0.319773 0.08 -8.98 -0.17
C 0.161943 0.653078 -0.212880 -3.76 1.19 1.10
C 0.489388 1.889981 0.607294 2.93 2.90 -0.34
O 1.676349 2.191405 1.039466 -6.02 -2.03 -2.03
N -1.000461 0.061129 -0.454254 0.50 0.49 1.66
H 2.154188 -0.123080 -0.150911 3.59 1.08 0.13
H -0.405290 2.589041 0.626537 1.10 -0.42 0.80

---

No. 2
11
Properties=species:S:1:pos:R:3:forces:R:3 method="wB97M-V/def2-TZVPD" homo_energy_ev=-9.16 orbital_gap_ha=0.32932 e_above_lowest_kcal_mol=100.23
C 1.746522 -0.645996 0.892439 7.82 -3.78 -3.25
C -0.267208 -0.215707 0.547566 -0.10 1.28 -1.29
C -1.552747 0.335974 0.333962 4.62 -1.23 -1.19
C 0.596172 -0.225000 -0.684615 -7.20 2.72 -0.66
H 2.812941 -1.014981 1.233992 -2.43 1.18 0.12
H -2.398403 0.211738 1.066767 0.63 0.97 -1.54
H -1.722544 1.698231 -1.532025 0.69 -2.55 1.69
N 0.703388 -0.558833 1.490596 -5.57 0.66 4.54
N -1.454362 0.731738 -1.088570 -1.42 0.63 -0.12
N 1.732665 -0.674463 -0.569541 2.62 0.45 0.46
O -0.196425 0.357297 -1.690571 0.36 -0.33 1.24

---

No. 3
11
Properties=species:S:1:pos:R:3:forces:R:3 method="wB97M-V/def2-TZVPD" homo_energy_ev=-9.02 orbital_gap_ha=0.36327 smiles=c1cc2oncn2n1 e_above_lowest_kcal_mol=68.32
C 1.674067 -0.187602 -0.111690 -0.96 1.45 1.17
C 1.082459 1.108926 0.017729 1.58 0.83 0.13
C -0.245890 0.719676 0.142250 -1.28 4.05 -0.96
O -1.521154 1.138664 -0.067743 0.06 3.11 0.92
N -2.404567 0.112012 -0.042195 0.47 -2.96 -0.36
C -1.650753 -0.983485 0.016711 -0.95 3.41 0.00
N -0.383573 -0.541695 0.144067 3.44 -5.83 -0.16
N 0.828840 -1.199735 0.004577 -0.13 -0.23 -0.21
H 2.732335 -0.226504 -0.131547 0.75 -0.97 -0.24
H 1.764653 2.060718 0.126658 -2.30 -1.93 -0.41
H -1.876420 -2.000980 -0.098817 -0.68 -0.92 0.12

---

No. 4
12
Properties=species:S:1:pos:R:3:forces:R:3 method="wB97M-V/def2-TZVPD" homo_energy_ev=-9.87 orbital_gap_ha=0.28916 e_above_lowest_kcal_mol=127.92
C 1.218734 -0.754474 0.346472 3.83 0.53 1.62
C -1.168284 -0.698227 -0.626928 -2.67 1.71 1.92
C -0.719030 0.408645 0.026634 -0.49 2.10 -2.43
C -1.580133 1.769110 -0.063555 3.74 3.56 0.12
H 2.567070 0.232589 1.191147 0.43 -3.12 -1.87
H -2.341233 -0.656567 -0.795429 2.80 -0.82 -0.18
H -2.821774 1.438817 0.330591 3.53 1.95 -1.63
N 2.447068 -0.814517 0.713950 -1.45 3.72 1.80
N 0.623243 -1.995811 0.040123 -0.31 1.53 -1.04
N -0.466286 -1.904758 -0.536612 -2.01 -1.53 -0.68
O -0.874663 2.927932 -0.364802 -5.76 -7.95 2.19
O 0.607169 0.527123 0.321769 -1.64 -1.69 0.19

---

No. 5
12
Properties=species:S:1:pos:R:3:forces:R:3 method="wB97M-V/def2-TZVPD" homo_energy_ev=-9.51 orbital_gap_ha=0.36071 smiles="N#CSNC(=O)C#CN" e_above_lowest_kcal_mol=60.39
N -2.230270 -2.077075 1.239329 0.19 -0.57 0.27
C -2.054968 -1.511401 0.255347 -0.48 0.84 -0.09
S -1.954327 -0.441119 -1.070437 0.92 0.05 0.10
N -1.637245 1.035963 -0.276937 -0.28 -1.23 -0.36
C -0.386653 1.512667 0.210947 -2.26 0.72 -1.46
O -0.342108 2.617530 0.663878 0.05 0.97 0.82
C 0.686649 0.696597 -0.050031 1.51 -0.97 0.63
C 1.666474 0.000491 0.072238 -0.43 -0.10 -0.73
N 2.605048 -0.871461 -0.123839 2.08 -2.22 -0.24
H -2.338046 1.675767 -0.590529 -0.10 0.87 0.59
H 3.504393 -0.912365 0.359273 -0.74 0.64 -0.04
H 2.481057 -1.725593 -0.689237 -0.47 1.00 0.49

---

No. 6
9
Properties=species:S:1:pos:R:3:forces:R:3 method="wB97M-V/def2-TZVPD" homo_energy_ev=-9.73 orbital_gap_ha=0.31276 e_above_lowest_kcal_mol=102.34
O 1.460998 -0.604010 -0.998943 -0.11 0.19 -0.23
C 0.916712 0.225296 -0.157768 0.19 0.39 -0.52
C -0.275732 0.873677 -0.574328 -0.29 0.38 -0.36
C -1.238499 1.560934 -0.828246 0.35 -0.26 0.03
C 0.090897 -1.186846 1.856329 -0.45 -0.60 0.64
N -0.615494 -1.956785 2.361222 0.83 0.90 -0.62
H 0.982280 -0.667664 -1.846495 -0.01 -0.08 -0.01
H 0.761467 -0.409274 1.270502 -0.59 -0.81 0.98
H -2.082628 2.164672 -1.082272 0.09 -0.10 0.09

---

No. 7
9
Properties=species:S:1:pos:R:3:forces:R:3 method="wB97M-V/def2-TZVPD" homo_energy_ev="-9.48 / -8.97" orbital_gap_ha="0.30421 / 0.27859" e_above_lowest_kcal_mol=132.74
C -1.144899 1.644086 -1.270049 1.16 0.18 0.96
C 0.258522 -0.640118 -0.253881 -2.85 3.45 0.31
C -1.201313 0.706913 -0.250902 1.72 -3.74 0.57
C 1.028294 -1.200866 0.840403 0.71 -3.03 -0.52
N -0.743571 2.597986 -1.792673 -0.45 0.28 -0.88
O 1.498407 -0.196463 -0.078414 0.09 -0.21 -0.65
H -2.157085 0.308563 0.140907 0.72 0.15 -0.51
H 0.995494 -0.955181 1.848931 -0.54 1.25 1.56
H 1.466150 -2.264920 0.815679 -0.56 1.67 -0.84

---

No. 8
9
Properties=species:S:1:pos:R:3:forces:R:3 method="wB97M-V/def2-TZVPD" homo_energy_ev=-10.60 orbital_gap_ha=0.34095 e_above_lowest_kcal_mol=18.78
N -2.509489 -1.266149 0.065505 3.07 2.72 -0.34
C -1.648873 -0.456653 -0.038703 -3.08 -2.82 0.10
C -0.787587 0.689817 -0.160149 -2.60 0.37 0.78
C 0.519169 0.611988 -0.012020 0.86 1.58 -0.76
C 1.334720 -0.585649 0.078628 1.69 -4.48 0.26
O 1.000811 -1.777068 -0.190455 0.85 4.51 0.88
H -1.462191 1.618503 -0.168167 1.73 -1.08 -0.23
H 1.099991 1.543016 -0.053341 -0.26 -0.36 0.19
H 2.453453 -0.377801 0.478700 -2.25 -0.43 -0.87

---

No. 9
9
Properties=species:S:1:pos:R:3:forces:R:3 method="wB97M-V/def2-TZVPD" s2=2.01 spin_multiplicity=3 homo_energy_ev="-8.52 / -9.48" orbital_gap_ha="0.33877 / 0.26093" e_above_lowest_kcal_mol=42.62
C 0.263672 1.200706 0.147503 -2.40 -3.53 -0.64
C 0.694668 -1.090858 -0.180180 0.11 2.10 1.07
C 1.492998 0.769949 -0.296843 3.91 2.29 1.96
C -0.295873 -0.121688 0.087623 -6.00 3.38 -0.29
N 1.893187 -0.448590 -0.153051 -0.43 -1.71 -2.30
O -1.872182 -0.384582 -0.191507 4.84 -0.45 0.03
H -0.128374 2.154481 0.413011 -0.28 0.30 -0.41
H 0.394576 -2.055508 -0.302507 0.18 -2.91 -0.30
H -2.442668 -0.023912 0.475955 0.08 0.53 0.88

---

No. 10
9
Properties=species:S:1:pos:R:3:forces:R:3 method="wB97M-V/def2-TZVPD" s2=2.02 spin_multiplicity=3 homo_energy_ev="-6.89 / -10.34" orbital_gap_ha="0.28459 / 0.31679" e_above_lowest_kcal_mol=17.28
C 1.644183 1.669743 0.611192 -0.58 -0.83 -2.49
C 0.409532 -1.642605 -0.226933 -3.03 2.02 0.46
C -1.724571 -0.233458 -0.445162 -0.64 -0.72 2.00
C -0.576230 -0.801075 -0.137827 2.29 -1.62 -0.63
N 1.394263 1.393801 -0.494786 0.70 0.87 2.54
O 1.238142 -2.424927 -0.100730 2.66 -1.87 0.10
H -2.393013 -0.188139 0.375380 -1.06 0.12 0.50
H -1.844963 0.393568 -1.228093 -0.36 1.92 -2.40
H 1.852660 1.833088 1.646958 0.01 0.11 -0.08

---

Short version: F_max = 9.0, 9.3, 6.8, 10.1, 3.1, 1.4, 4.5, 4.8, 6.9, 3.7 eV/A, in the order given.